Density functional theory data (ωB97M-V/def2-TZVPD) for a cluster of 2 separate species, C4H12O2 in total.

Results
HOMO level	-9.68	eV
SMILES string	CCCCO.O
HOMO-LUMO gap	10.24	eV
largest force on an atom	0.01731	hartree/bohr

Structure (ORCA input):
```
! RIJCOSX wB97M-V def2-TZVPD def2/J DEFGRID3
* xyz 0 1
C -1.432 -0.169 -0.269
O -1.794 -1.530 0.016
C -0.041 0.192 0.248
C 0.119 1.712 0.405
C 1.541 2.122 0.740
H -1.497 -0.014 -1.345
H -2.195 0.440 0.201
H -1.231 -2.090 -0.536
H 0.679 -0.146 -0.509
H 0.141 -0.340 1.182
H -0.578 2.027 1.191
H -0.219 2.189 -0.518
H 1.984 1.448 1.477
H 1.645 3.124 1.151
H 2.187 2.036 -0.138
H 0.253 -3.899 -0.342
H 0.220 -3.821 -1.875
O 0.218 -3.282 -1.078
*
```

Here are the Mulliken charges for atoms 1 to 5, given in e: number 1, C, carries -0.610; number 2, O, carries -0.562; number 3, C, carries -0.331; number 4, C, carries -0.373; number 5, C, carries -1.233

=====

Density functional theory data (ωB97M-V/def2-TZVPD) for a structure of composition C35H37Cl3GaNO6SiTe.

Results
HOMO level (alpha / beta)	-4.98 / -4.98	eV
HOMO-LUMO gap (alpha / beta)	6.94 / 5.61	eV
largest force on an atom	0.01124	hartree/bohr

Structure (ORCA input):
```
! RIJCOSX wB97M-V def2-TZVPD def2/J DEFGRID3
* xyz -1 2
Ga -0.054 1.459 -0.217
O -1.191 -0.457 3.134
C -0.317 -0.282 2.034
O -0.962 0.442 1.039
C 0.926 0.479 2.472
O 1.596 0.845 1.253
C 2.760 0.073 0.920
C 2.493 -1.128 0.041
O 3.234 -1.468 -0.835
O 1.408 -1.895 0.325
H -1.895 0.185 2.971
H 1.603 -0.069 3.136
H 0.589 1.400 2.954
H 3.211 -0.303 1.854
H 3.453 0.725 0.400
Cl -1.404 -2.786 0.320
Si 0.155 -1.995 1.403
Cl 0.627 -3.270 2.893
Cl 3.675 -1.240 3.835
C 1.699 -5.572 -7.719
C 1.451 -4.597 -6.597
C 0.179 -4.404 -6.078
C -0.073 -3.506 -5.042
C -1.490 -3.397 -4.537
C 0.998 -2.765 -4.519
Te 0.600 -1.378 -2.841
N 0.840 0.590 -1.751
C 1.651 1.624 -1.888
O 1.587 2.531 -0.993
C 2.575 1.848 -3.042
C 2.392 2.982 -3.829
C 3.218 3.209 -4.918
C 4.260 2.331 -5.198
C 4.470 1.227 -4.385
C 3.621 0.979 -3.314
C -0.836 -0.316 -3.979
C -0.506 0.272 -5.202
C 0.865 0.227 -5.829
C -1.504 0.964 -5.891
C -2.792 1.087 -5.399
C -3.845 1.862 -6.145
C -3.084 0.503 -4.171
C -2.128 -0.187 -3.442
C -2.523 -0.770 -2.107
C 2.296 -2.983 -4.993
C 3.506 -2.282 -4.429
C 2.498 -3.885 -6.032
H 0.779 -6.077 -8.013
H 2.423 -6.333 -7.424
H 2.100 -5.064 -8.599
H -0.650 -4.978 -6.481
H -2.095 -4.212 -4.934
H -1.950 -2.454 -4.838
H -1.534 -3.452 -3.447
H 1.590 3.668 -3.582
H 3.062 4.081 -5.541
H 4.918 2.520 -6.037
H 5.300 0.559 -4.579
H 3.799 0.144 -2.650
H 1.653 0.046 -5.103
H 1.085 1.180 -6.312
H 0.922 -0.563 -6.583
H -1.247 1.436 -6.834
H -3.470 2.216 -7.105
H -4.171 2.730 -5.567
H -4.728 1.246 -6.330
H -4.079 0.614 -3.751
H -3.452 -0.322 -1.757
H -1.774 -0.604 -1.332
H -2.670 -1.851 -2.174
H 3.368 -1.995 -3.389
H 3.737 -1.380 -4.998
H 4.378 -2.935 -4.471
H 3.509 -4.045 -6.397
C -2.849 5.000 -1.813
C -2.282 4.088 -2.693
C -1.517 3.033 -2.207
C -1.312 2.850 -0.836
C -1.891 3.783 0.030
C -2.650 4.846 -0.447
H -3.440 5.827 -2.187
H -2.429 4.199 -3.762
H -1.063 2.349 -2.917
H -1.764 3.674 1.103
H -3.083 5.558 0.247
*
```

Here are the Mulliken charges for atoms 1 to 5, given in e: number 1, Ga, carries 0.455; number 2, O, carries -0.580; number 3, C, carries 0.878; number 4, O, carries -0.452; number 5, C, carries -0.733

=====

Density functional theory data (ωB97M-V/def2-TZVPD) for the molecule C6H12O.

Results
HOMO level	-10.05	eV
SMILES string	C[C@@H]1C[C@@H]1[C@@H](C)O
HOMO-LUMO gap	11.11	eV
largest force on an atom	0.00575	hartree/bohr

Structure (ORCA input):
```
! RIJCOSX wB97M-V def2-TZVPD def2/J DEFGRID3
* xyz 0 1
C -1.279 1.746 1.266
C -0.180 1.013 0.505
O 1.069 1.342 1.098
C -0.304 -0.492 0.519
C -0.935 -1.270 -0.600
C 0.551 -1.341 -0.394
C 1.474 -0.803 -1.474
H -2.254 1.574 0.795
H -1.086 2.825 1.267
H -1.333 1.413 2.309
H -0.200 1.372 -0.537
H 1.676 0.651 0.812
H -0.449 -0.883 1.527
H -1.271 -0.695 -1.461
H -1.543 -2.139 -0.362
H 0.924 -2.253 0.070
H 1.135 0.152 -1.888
H 1.492 -1.520 -2.303
H 2.513 -0.676 -1.142
*
```

Here are the Mulliken charges for atoms 1 to 5, given in e: number 1, C, carries -1.451; number 2, C, carries 0.499; number 3, O, carries -0.565; number 4, C, carries -0.228; number 5, C, carries -0.782

=====

Density functional theory data (ωB97M-V/def2-TZVPD) for a cluster of 2 separate species, C14H16F3N5O7S in total.

Results
HOMO level	-8.75	eV
HOMO-LUMO gap	6.24	eV
largest force on an atom	0.05516	hartree/bohr

Structure (ORCA input):
```
! RIJCOSX wB97M-V def2-TZVPD def2/J DEFGRID3
* xyz 0 1
O 3.232 -2.940 -0.910
S 2.939 -1.638 -1.461
O 3.260 -0.412 -0.764
C 3.878 -1.559 -3.109
F 5.195 -1.581 -2.837
F 3.563 -2.620 -3.884
F 3.577 -0.422 -3.772
C 1.178 -1.580 -1.819
C 0.514 -0.340 -1.797
C -0.838 -0.342 -2.111
N -1.769 0.668 -1.885
O -1.672 1.861 -1.633
O -3.019 0.033 -1.853
N -2.918 -1.305 -2.173
C -1.583 -1.516 -2.345
C -0.882 -2.776 -2.385
N -1.553 -4.053 -2.495
O -2.724 -4.132 -2.907
O -0.886 -5.061 -2.152
C 0.496 -2.773 -2.102
H 1.020 0.608 -1.631
H 1.044 -3.712 -2.082
C 0.940 4.087 2.944
N 0.071 3.179 2.229
C -1.225 3.738 1.868
C 0.530 1.940 1.893
C -0.507 1.013 1.240
C -1.734 0.661 2.106
C -1.611 -0.833 2.432
C -0.482 -1.372 1.530
N 0.100 -0.225 0.875
O 1.688 1.593 2.100
H 1.912 3.618 3.100
H 1.049 5.014 2.366
H 0.491 4.359 3.910
H -1.692 3.191 1.039
H -1.910 3.736 2.730
H -1.075 4.781 1.560
H -0.803 1.538 0.321
H -1.812 1.288 3.001
H -2.606 0.843 1.467
H -1.335 -0.972 3.484
H -2.549 -1.361 2.242
H 0.272 -1.924 2.117
H -0.877 -2.071 0.771
H 1.113 -0.226 0.783
*
```

Here are the Mulliken charges for atoms 1 to 5, given in e: number 1, O, carries -0.651; number 2, S, carries 1.256; number 3, O, carries -0.614; number 4, C, carries 0.698; number 5, F, carries -0.188

=====

Density functional theory data (ωB97M-V/def2-TZVPD) for the molecule C6H10O.

Results
HOMO level	-9.88	eV
SMILES string	O=CCCC1CC1
HOMO-LUMO gap	10.95	eV
largest force on an atom	0.01105	hartree/bohr

Structure (ORCA input):
```
! RIJCOSX wB97M-V def2-TZVPD def2/J DEFGRID3
* xyz 0 1
O 0.837 -1.363 1.566
C 1.654 -1.221 0.686
C 1.723 -0.036 -0.248
C 0.627 1.009 -0.021
C -0.701 0.703 -0.709
C -1.343 -0.659 -0.673
C -1.952 0.477 0.092
H 2.447 -1.987 0.530
H 2.729 0.393 -0.116
H 1.707 -0.417 -1.279
H 0.985 1.979 -0.388
H 0.477 1.124 1.059
H -0.844 1.233 -1.651
H -1.841 -0.996 -1.577
H -0.868 -1.444 -0.096
H -2.890 0.895 -0.262
H -1.844 0.449 1.175
*
```

Here are the Mulliken charges for atoms 1 to 5, given in e: number 1, O, carries -0.467; number 2, C, carries -0.004; number 3, C, carries -0.613; number 4, C, carries -0.839; number 5, C, carries 0.024

=====

Density functional theory data (ωB97M-V/def2-TZVPD) for a structure of composition C2H9NP.

Results
HOMO level	-13.63	eV
HOMO-LUMO gap	8.44	eV
largest force on an atom	0.06737	hartree/bohr

Structure (ORCA input):
```
! RIJCOSX wB97M-V def2-TZVPD def2/J DEFGRID3
* xyz 1 1
C -1.701 -0.590 -0.553
C 0.469 0.260 0.071
N -0.635 -0.683 0.471
P 2.052 -0.154 -0.009
H -1.587 -1.187 -1.448
H -2.596 -0.820 -0.108
H -1.808 0.547 -0.783
H 1.272 2.445 0.544
H 0.678 2.888 0.846
H -0.316 -1.627 0.610
H -0.957 -0.403 1.361
H 2.715 0.832 -0.710
H 2.412 -1.508 -0.292
*
```

Here are the Mulliken charges for atoms 1 to 5, given in e: number 1, C, carries -0.843; number 2, C, carries -0.276; number 3, N, carries -0.080; number 4, P, carries 0.104; number 5, H, carries 0.317